[1]
# C3H12N4O

A 3-piece molecular cluster, C3H12N4O overall (ωB97M-V with the def2-TZVPD basis set, OMol25).

Calculated values
Relative energy (zero: lowest compared OMol25 entry of this formula, charge and spin): 84.44 kcal per mole
HOMO: -8.169 eV
Energy: -415.66232 Eh
Multiplicity: 1
Frontier orbital gap: 8.8 eV

```
20
Properties=species:S:1:pos:R:3:forces:R:3
H 1.600 -0.976 1.631 0.142 0.081 -0.141
N 1.437 -1.255 0.662 0.067 -0.108 0.188
C 2.141 -0.674 -0.205 -0.045 -0.396 0.308
O 3.108 0.229 -0.038 0.386 0.442 0.231
H 2.009 -0.929 -1.249 0.062 0.128 -0.136
H 3.176 0.517 0.891 -0.108 -0.238 -0.364
C -1.787 -1.308 -1.657 0.414 -0.275 -0.195
N -2.156 -0.762 -0.575 -0.514 0.283 0.288
N -1.295 -0.564 0.421 1.324 -0.741 0.515
N -1.815 -0.238 1.681 -0.133 0.060 -0.051
H -2.501 -1.359 -2.459 -0.159 -0.089 -0.128
H -0.794 -1.739 -1.806 0.046 0.110 0.012
H -0.340 -1.050 0.467 -1.789 0.560 -0.266
H -2.275 0.668 1.620 0.117 -0.168 -0.009
H -2.518 -0.915 1.979 0.137 0.075 -0.167
C 0.422 2.069 -0.281 -0.791 -0.468 -0.262
H -0.191 2.919 -0.560 -0.061 0.194 0.028
H 1.389 2.170 -0.755 0.134 -0.182 -0.152
H 0.531 2.048 0.795 0.085 0.066 0.288
H -0.141 1.150 -0.562 0.688 0.666 0.012
```
Forces are in eV/Å.


[2]
# C33H57NO21P

A 8-piece molecular cluster, C33H57NO21P overall (ωB97M-V with the def2-TZVPD basis set, OMol25).

Calculated values
Net charge: +1
HOMO: -11.607 eV
Energy: -3267.69006 Eh
Multiplicity: 1
Frontier orbital gap: 9.2 eV

```
113
Properties=species:S:1:pos:R:3:forces:R:3
C 0.633 -0.422 0.348 -0.055 0.107 0.001
C 1.884 0.313 -0.145 0.003 -0.029 -0.085
C 1.545 1.715 -0.666 -0.118 -0.053 -0.093
C 3.033 0.224 0.899 -0.205 -0.127 0.131
P 3.590 1.740 1.646 0.040 0.061 0.073
C 2.444 2.415 2.885 0.047 0.005 0.051
N 2.646 3.850 2.975 -0.088 0.079 -0.188
H 0.732 -1.506 0.265 0.081 0.045 0.042
H 0.411 -0.197 1.397 -0.003 0.090 -0.053
H -0.238 -0.132 -0.240 0.028 -0.076 -0.022
H 2.277 -0.235 -0.999 -0.046 -0.027 -0.003
H 1.042 1.597 -1.629 -0.088 0.029 0.074
H 2.420 2.339 -0.865 -0.006 -0.070 0.010
H 0.845 2.256 -0.020 0.138 -0.003 0.098
H 2.749 -0.420 1.740 0.041 0.016 -0.059
H 3.927 -0.210 0.456 0.083 -0.019 -0.060
H 3.812 2.760 0.722 0.098 -0.059 -0.029
H 4.830 1.513 2.245 -0.038 0.069 0.001
H 1.440 2.052 2.626 0.029 0.109 -0.031
H 2.726 1.961 3.840 -0.115 -0.085 -0.056
H 2.481 4.316 2.087 -0.023 -0.033 0.058
H 2.010 4.269 3.644 0.140 -0.074 0.080
C 4.785 -1.816 -5.068 -0.034 0.022 0.012
C 5.070 -1.858 -3.593 0.017 0.032 0.104
C 3.858 -1.985 -2.687 -0.023 -0.030 -0.185
O 4.281 -1.258 -1.522 0.041 0.048 0.082
C 5.195 -0.342 -1.906 -0.104 0.105 0.175
O 5.537 0.566 -1.195 -0.025 -0.075 -0.089
O 5.616 -0.578 -3.144 0.087 -0.019 -0.019
H 5.706 -1.767 -5.645 0.001 0.015 0.008
H 4.248 -2.723 -5.352 0.014 0.001 -0.021
H 4.166 -0.952 -5.310 -0.022 -0.022 -0.001
H 5.814 -2.617 -3.345 0.010 0.013 -0.021
H 3.585 -2.993 -2.393 0.083 -0.035 -0.024
H 2.990 -1.473 -3.113 -0.021 -0.042 -0.027
C 1.972 4.316 -5.472 0.005 0.002 0.032
C 0.678 3.549 -5.424 -0.075 0.026 -0.013
C -0.167 3.751 -4.177 0.142 0.006 0.018
O -0.803 2.475 -4.018 0.042 -0.073 0.006
C -0.027 1.543 -4.626 -0.072 0.055 0.076
O -0.185 0.366 -4.508 -0.019 0.041 0.011
O 0.934 2.126 -5.353 0.020 -0.051 -0.050
H 2.491 4.147 -6.413 0.003 -0.015 0.008
H 1.767 5.383 -5.381 0.016 0.001 -0.018
H 2.622 4.012 -4.651 -0.009 0.026 0.011
H 0.079 3.718 -6.322 0.022 0.020 -0.001
H -0.919 4.530 -4.265 -0.049 -0.059 -0.041
H 0.460 3.936 -3.300 -0.016 0.048 0.000
C -2.121 -2.200 3.164 0.005 0.012 0.010
C -3.438 -1.514 2.923 -0.106 -0.020 0.019
C -3.365 -0.027 2.629 0.075 0.001 0.045
O -4.569 0.478 3.209 -0.010 0.016 0.056
C -4.973 -0.389 4.172 -0.055 -0.037 0.011
O -5.855 -0.181 4.941 0.048 0.046 -0.049
O -4.232 -1.514 4.131 -0.030 -0.033 -0.016
H -2.262 -3.266 3.333 -0.004 0.006 0.009
H -1.485 -2.071 2.288 -0.001 -0.026 0.004
H -1.635 -1.772 4.043 0.029 0.021 -0.027
H -4.020 -2.028 2.154 0.054 0.006 -0.033
H -3.346 0.212 1.570 -0.024 -0.030 -0.004
H -2.512 0.431 3.141 0.014 0.022 -0.051
C -7.253 -2.147 7.352 0.026 -0.024 0.037
C -8.482 -2.890 6.908 -0.075 -0.005 -0.076
C -9.563 -3.092 7.957 0.076 -0.019 0.043
O -10.136 -4.347 7.583 0.004 -0.056 0.018
C -9.214 -5.045 6.876 -0.002 -0.034 -0.013
O -9.323 -6.185 6.563 -0.003 0.054 0.015
O -8.157 -4.257 6.581 0.005 -0.010 -0.051
H -6.564 -2.006 6.522 0.007 0.002 0.019
H -7.533 -1.158 7.718 0.007 0.002 -0.007
H -6.752 -2.694 8.152 -0.029 0.017 0.022
H -8.909 -2.442 6.006 0.014 0.041 0.024
H -10.339 -2.332 7.953 0.007 0.004 -0.029
H -9.132 -3.184 8.958 -0.027 0.030 0.007
C -5.733 -0.784 -3.206 0.015 -0.025 -0.034
C -4.440 -0.346 -2.577 0.056 0.075 0.066
C -3.172 -0.749 -3.312 -0.062 -0.117 0.021
O -2.236 -0.947 -2.237 -0.028 -0.001 -0.020
C -2.934 -1.206 -1.115 -0.029 -0.029 0.161
O -2.436 -1.564 -0.088 0.008 0.011 -0.085
O -4.245 -1.009 -1.301 0.016 0.066 0.006
H -6.588 -0.418 -2.640 0.011 -0.013 0.012
H -5.796 -0.386 -4.220 -0.027 0.004 0.008
H -5.781 -1.872 -3.252 0.006 0.003 -0.024
H -4.435 0.727 -2.369 -0.033 -0.001 -0.052
H -2.772 0.000 -3.985 0.040 0.080 -0.032
H -3.301 -1.699 -3.836 -0.007 0.054 -0.011
C 8.626 3.892 2.621 -0.008 -0.027 -0.021
C 7.590 4.940 2.317 -0.067 0.112 -0.047
C 6.206 4.422 1.959 0.044 -0.067 0.040
O 5.724 5.396 1.039 -0.075 -0.017 -0.084
C 6.803 6.008 0.462 -0.016 0.001 -0.015
O 6.734 6.731 -0.472 0.004 -0.033 0.047
O 7.930 5.654 1.112 0.021 0.071 -0.006
H 9.570 4.350 2.906 -0.001 0.004 -0.022
H 8.287 3.269 3.450 0.020 0.003 0.007
H 8.792 3.262 1.746 -0.017 -0.018 0.016
H 7.518 5.679 3.119 0.022 -0.029 0.017
H 5.517 4.364 2.801 0.026 -0.005 0.014
H 6.273 3.458 1.440 0.047 -0.026 0.065
C -0.686 -2.967 -4.640 0.028 0.042 0.099
C -0.260 -4.085 -3.726 0.008 -0.085 0.029
C -1.043 -4.215 -2.429 -0.014 0.130 0.016
O -0.053 -4.696 -1.508 0.038 0.005 0.052
C 1.157 -4.327 -1.960 -0.058 0.061 0.022
O 2.173 -4.395 -1.338 0.015 -0.007 0.059
O 1.072 -3.840 -3.214 0.030 0.001 -0.116
H -0.106 -2.970 -5.561 0.013 0.005 0.008
H -1.737 -3.100 -4.904 0.018 -0.018 -0.038
H -0.560 -2.002 -4.147 -0.036 -0.073 -0.048
H -0.223 -5.045 -4.248 -0.023 0.018 -0.019
H -1.863 -4.926 -2.468 0.019 -0.044 -0.017
H -1.396 -3.242 -2.076 0.017 -0.093 -0.033
```
Forces are in eV/Å.


[3]
# C4H5N3O2

A 2-piece molecular cluster, C4H5N3O2 overall (ωB97M-V with the def2-TZVPD basis set, OMol25).

Calculated values
Relative energy (zero: lowest compared OMol25 entry of this formula, charge and spin): 174.56 kcal per mole
HOMO: -8.498 eV
Energy: -469.96154 Eh
Multiplicity: 1
Frontier orbital gap: 9.1 eV

```
14
Properties=species:S:1:pos:R:3:forces:R:3
C 1.774 -0.824 0.014 0.815 -2.567 -2.564
C -0.449 0.081 0.205 -3.171 2.870 -3.076
C -1.458 1.047 -0.332 5.470 -0.306 2.531
C -2.415 -0.879 0.126 1.025 1.066 -1.901
H 2.889 0.849 -0.511 -3.288 1.307 2.261
H 1.943 1.831 1.085 0.206 -0.224 -2.125
H 1.225 -1.919 -0.287 1.089 3.228 1.578
H -1.680 2.091 -0.465 1.327 0.426 -0.109
H -3.357 -1.530 0.032 2.060 1.079 0.287
N 1.700 1.551 0.075 1.145 -2.497 1.152
N 0.922 0.275 0.470 4.543 -2.084 -2.501
N -1.110 -1.113 0.210 -0.805 -0.267 1.985
O 3.018 -0.808 -0.387 -5.021 1.839 2.108
O -2.558 0.451 -0.265 -5.394 -3.870 0.373
```
Forces are in eV/Å.